# 1
{"formula": "C4H11NO2", "method": "ωB97M-V/def2-TZVPD", "total_charge": 0, "multiplicity": 1, "lumo_energy_ev": 0.63, "de_lowest_kj_mol": 265.1, "energy_ha": -364.1672, "smiles": "C=NC(=C)C.O.O", "elements": ["C", "C", "C", "C", "N", "H", "H", "H", "H", "H", "H", "H", "H", "H", "O", "H", "H", "O"], "xyz": [[-2.36, -1.23, 1.46], [-2.12, -1.26, -0.01], [-2.97, -1.54, -0.99], [0.15, -1.41, -0.82], [-0.82, -0.81, -0.31], [-2.46, -2.24, 1.87], [-3.24, -0.62, 1.67], [-1.59, -0.78, 2.09], [-2.87, -1.67, -2.06], [-4.04, -1.65, -0.79], [1.09, -0.84, -0.91], [0.31, -2.48, -0.97], [2.62, 5.22, -0.07], [3.35, 3.88, -0.28], [2.74, 4.34, 0.31], [3.41, 0.60, -0.19], [4.46, 1.63, 0.29], [4.33, 0.85, -0.27]], "lowdin_charge": [-0.054, -0.432, 0.032, -0.040, 0.015, 0.080, 0.082, 0.073, 0.054, 0.057, 0.059, 0.081, 0.043, 0.024, -0.070, 0.020, 0.031, -0.054]}

# 2
{"formula": "C20H16N2O4S", "method": "ωB97M-V/def2-TZVPD", "total_charge": 0, "multiplicity": 1, "lumo_energy_ev": 0.62, "de_lowest_kj_mol": 19.9, "energy_ha": -1580.3561, "smiles": "O=S(=O)(c1ccccc1)c1nc(-c2ccco2)oc1NCc1ccccc1", "elements": ["O", "S", "O", "C", "C", "N", "H", "C", "C", "C", "C", "C", "C", "C", "H", "H", "H", "H", "H", "H", "H", "O", "C", "N", "C", "C", "C", "C", "O", "H", "H", "H", "C", "C", "C", "C", "C", "C", "H", "H", "H", "H", "H"], "xyz": [[2.42, 0.94, -0.75], [2.06, 0.73, 0.64], [1.94, 1.89, 1.47], [0.52, -0.13, 0.58], [-0.25, -0.31, -0.55], [0.04, -0.04, -1.84], [0.91, 0.48, -1.93], [-0.99, 0.21, -2.82], [-1.35, 1.67, -2.95], [-1.65, 2.20, -4.20], [-1.99, 3.53, -4.34], [-2.02, 4.36, -3.22], [-1.72, 3.84, -1.98], [-1.38, 2.50, -1.84], [-1.14, 2.11, -0.86], [-1.73, 4.47, -1.11], [-2.28, 5.40, -3.33], [-2.23, 3.93, -5.31], [-1.63, 1.56, -5.07], [-0.64, -0.18, -3.78], [-1.88, -0.37, -2.53], [-1.39, -0.93, -0.19], [-1.26, -1.13, 1.17], [-0.15, -0.66, 1.65], [-2.32, -1.78, 1.88], [-3.53, -2.26, 1.42], [-4.18, -2.80, 2.55], [-3.33, -2.60, 3.60], [-2.21, -1.99, 3.20], [-3.41, -2.85, 4.64], [-5.14, -3.26, 2.57], [-3.88, -2.23, 0.41], [3.19, -0.43, 1.40], [4.29, -0.88, 0.69], [5.15, -1.79, 1.29], [4.88, -2.25, 2.57], [3.76, -1.79, 3.26], [2.91, -0.88, 2.67], [2.03, -0.51, 3.17], [3.56, -2.15, 4.26], [5.54, -2.96, 3.04], [6.02, -2.15, 0.76], [4.47, -0.50, -0.30]], "lowdin_charge": [-0.319, 0.739, -0.283, -0.276, -0.290, 0.079, 0.122, -0.121, -0.204, -0.049, -0.086, -0.091, -0.073, -0.026, 0.112, 0.106, 0.101, 0.102, 0.109, 0.125, 0.132, 0.157, -0.240, 0.190, -0.205, 0.001, -0.055, -0.106, 0.077, 0.123, 0.102, 0.114, -0.279, -0.055, -0.070, -0.077, -0.064, -0.061, 0.110, 0.107, 0.104, 0.106, 0.111]}

# 3
{"formula": "C5H18B3FO5Tl", "method": "ωB97M-V/def2-TZVPD", "total_charge": -1, "multiplicity": 1, "lumo_energy_ev": -1.32, "de_lowest_kj_mol": 0.0, "energy_ha": -924.1283, "elements": ["Tl", "B", "H", "H", "H", "H", "B", "H", "H", "H", "H", "B", "H", "H", "H", "H", "C", "C", "O", "O", "H", "H", "H", "C", "C", "O", "C", "O", "O", "F", "H", "H", "H"], "xyz": [[-16.15, 6.10, -8.90], [-18.04, 8.08, -9.21], [-18.84, 8.96, -9.36], [-17.60, 7.76, -10.28], [-17.17, 8.42, -8.45], [-18.63, 7.10, -8.80], [-13.36, 5.51, -8.01], [-12.39, 4.83, -7.89], [-13.06, 6.65, -8.25], [-13.96, 5.15, -9.01], [-14.04, 5.52, -7.02], [-14.20, 6.30, -11.25], [-13.46, 6.43, -12.18], [-14.45, 5.12, -11.03], [-13.54, 6.67, -10.33], [-15.23, 6.90, -11.46], [-15.82, 1.18, -10.32], [-15.31, 2.63, -10.26], [-16.15, 3.49, -9.82], [-14.12, 2.83, -10.51], [-15.01, 0.60, -10.73], [-16.75, 1.12, -10.89], [-16.04, 0.87, -9.30], [-13.57, 8.71, -4.00], [-13.42, 9.97, -4.85], [-14.23, 9.75, -5.94], [-14.54, 8.42, -6.02], [-15.22, 7.93, -6.86], [-13.99, 7.76, -4.98], [-12.10, 10.00, -5.24], [-14.40, 8.73, -3.29], [-12.66, 8.42, -3.50], [-13.65, 10.90, -4.33]], "lowdin_charge": [1.212, -0.457, -0.016, -0.061, -0.062, -0.055, -0.383, -0.001, -0.007, -0.067, -0.039, -0.343, -0.026, 0.002, -0.038, 0.001, -0.007, -0.707, -0.122, 0.020, 0.068, 0.069, 0.073, -0.045, -0.308, 0.149, -0.521, 0.102, 0.081, 0.048, 0.137, 0.138, 0.164]}

# 4
{"formula": "C3H2N4O", "method": "ωB97M-V/def2-TZVPD", "total_charge": 0, "multiplicity": 1, "lumo_energy_ev": -3.53, "de_lowest_kj_mol": 578.8, "energy_ha": -409.5077, "elements": ["C", "C", "C", "H", "H", "N", "N", "N", "N", "O"], "xyz": [[1.10, 0.08, -0.09], [-1.13, 0.17, -0.15], [-2.26, 1.07, -0.24], [2.82, -0.32, 0.01], [0.89, -1.86, 1.72], [2.25, 0.48, 0.00], [0.39, -1.14, -0.33], [-0.93, -1.07, -0.01], [-3.18, 1.69, -0.45], [0.05, 0.91, -0.45]], "lowdin_charge": [-0.553, -0.306, -0.099, 0.052, 0.245, 0.205, 0.117, 0.076, 0.203, 0.060]}

# 5
{"formula": "C3H10N2O2", "method": "ωB97M-V/def2-TZVPD", "total_charge": 2, "multiplicity": 1, "lumo_energy_ev": -8.92, "de_lowest_kj_mol": 283.7, "energy_ha": -379.5370, "smiles": "C/[N+](O)=C(\\O)C[NH3+]", "elements": ["C", "C", "C", "N", "N", "O", "O", "H", "H", "H", "H", "H", "H", "H", "H", "H", "H"], "xyz": [[0.13, -0.30, 0.09], [1.50, 0.99, 1.48], [-0.82, -0.21, -1.03], [0.95, 0.67, 0.24], [-1.92, -1.19, -0.93], [0.18, -1.44, 0.74], [0.52, 1.88, -0.60], [2.49, 0.48, 1.67], [0.84, 0.65, 2.36], [1.51, 2.17, 1.59], [-1.29, 0.79, -1.07], [-0.42, -0.34, -2.04], [-2.11, -1.53, 0.02], [-1.75, -2.13, -1.30], [-2.91, -0.86, -1.32], [0.77, -1.42, 1.52], [1.25, 2.54, -0.54]], "lowdin_charge": [-0.281, 0.011, -0.021, -0.022, 0.206, 0.232, 0.082, 0.147, 0.146, 0.176, 0.170, 0.188, 0.175, 0.188, 0.266, 0.180, 0.155]}

# 6
{"formula": "C22H21N3O2", "method": "ωB97M-V/def2-TZVPD", "total_charge": 0, "multiplicity": 1, "lumo_energy_ev": 0.11, "de_lowest_kj_mol": 189.7, "energy_ha": -1165.6737, "smiles": "COc1cc2c(Cc3ccc4cccc(N)c4n3)cnc(C)c2cc1OC", "elements": ["N", "N", "O", "O", "C", "C", "C", "C", "C", "C", "C", "C", "C", "C", "C", "C", "C", "C", "C", "C", "C", "C", "N", "C", "C", "C", "C", "H", "H", "H", "H", "H", "H", "H", "H", "H", "H", "H", "H", "H", "H", "H", "H", "H", "H", "H", "H", "H"], "xyz": [[0.78, 1.30, 2.50], [-2.34, -2.22, 0.56], [2.97, 4.44, -2.27], [1.50, 2.52, -3.74], [0.07, 0.43, 1.79], [-1.05, -1.89, 0.41], [-4.30, -5.04, 1.73], [0.00, -2.64, 0.96], [-3.30, -5.93, 2.22], [2.28, 3.39, -1.68], [1.50, 2.47, -2.40], [-3.96, -3.81, 1.19], [-0.29, -3.81, 1.66], [-1.98, -5.49, 2.22], [1.54, 2.19, 1.80], [2.30, 3.29, -0.29], [0.82, 1.47, -1.75], [0.05, 0.38, 0.36], [-2.61, -3.38, 1.19], [-1.62, -4.24, 1.70], [1.54, 2.34, 0.40], [0.76, 1.40, -0.34], [-4.95, -3.00, 0.61], [4.29, 4.11, -2.71], [0.48, 3.42, -4.20], [2.31, 3.14, 2.70], [-0.79, -0.63, -0.39], [-0.51, -0.30, 2.32], [-5.33, -5.38, 1.74], [1.01, -2.31, 0.80], [-3.58, -6.88, 2.65], [0.50, -4.46, 2.04], [-1.21, -6.12, 2.64], [2.95, 3.96, 0.25], [0.36, 0.77, -2.43], [-4.58, -2.13, 0.23], [-5.72, -3.45, 0.15], [4.22, 3.39, -3.54], [4.86, 3.69, -1.89], [4.85, 4.99, -3.02], [0.48, 3.46, -5.27], [-0.48, 3.11, -3.84], [0.68, 4.42, -3.81], [3.39, 3.08, 2.46], [2.19, 2.89, 3.79], [1.90, 4.14, 2.51], [-1.71, -0.12, -0.73], [-0.28, -0.95, -1.30]], "lowdin_charge": [0.104, 0.165, -0.102, -0.074, -0.087, -0.268, -0.034, -0.010, -0.062, -0.195, -0.267, -0.252, 0.015, -0.060, -0.252, 0.074, 0.071, -0.131, -0.187, -0.188, -0.114, -0.097, 0.096, -0.064, -0.036, -0.046, -0.092, 0.108, 0.103, 0.114, 0.091, 0.122, 0.102, 0.122, 0.128, 0.081, 0.085, 0.097, 0.086, 0.090, 0.083, 0.089, 0.097, 0.081, 0.092, 0.080, 0.131, 0.113]}